{"formula": "C18H48N2O9Sr", "method": "ωB97M-V/def2-TZVPD", "energy_ha": -1531.33043, "multiplicity": 1, "total_charge": 2, "lumo_energy_ev": -4.3, "mol_weight_g_mol": 524.207, "gap_ev": 10.919, "symbols": ["Sr", "C", "O", "C", "C", "N", "C", "C", "O", "C", "H", "H", "H", "H", "H", "H", "H", "H", "H", "H", "H", "H", "H", "H", "H", "C", "O", "C", "C", "N", "C", "C", "O", "C", "H", "H", "H", "H", "H", "H", "H", "H", "H", "H", "H", "H", "H", "H", "H", "C", "C", "O", "H", "H", "H", "H", "H", "H", "C", "C", "O", "O", "H", "H", "H", "H", "H", "H", "C", "C", "O", "O", "H", "H", "H", "H", "H", "H"], "positions_angstrom": [[14.365, -16.634, -5.621], [15.982, -20.190, -5.320], [14.843, -19.378, -5.692], [14.158, -20.241, -6.574], [13.005, -19.466, -7.100], [13.353, -18.151, -7.712], [14.030, -18.211, -8.992], [13.792, -17.149, -10.030], [14.333, -16.034, -9.938], [14.044, -15.160, -10.966], [16.374, -19.853, -4.405], [16.761, -20.349, -6.052], [15.561, -21.106, -4.892], [13.676, -21.041, -6.070], [14.779, -20.656, -7.401], [12.340, -19.278, -6.246], [12.469, -19.973, -7.882], [12.337, -17.940, -8.001], [13.654, -19.142, -9.394], [15.077, -18.531, -8.990], [12.709, -17.108, -10.215], [14.263, -17.503, -10.856], [14.508, -15.402, -11.943], [14.302, -14.102, -10.897], [12.950, -15.163, -11.196], [13.829, -16.777, -0.675], [13.468, -17.105, -1.991], [12.159, -17.766, -2.080], [11.979, -17.965, -3.603], [12.095, -16.609, -4.197], [11.204, -16.501, -5.394], [11.557, -15.307, -6.221], [12.736, -15.070, -6.547], [12.906, -13.915, -7.302], [12.988, -16.420, -0.166], [14.571, -16.009, -0.589], [14.028, -17.701, -0.083], [11.519, -17.062, -1.658], [12.032, -18.675, -1.465], [10.939, -18.362, -3.776], [12.635, -18.736, -3.953], [11.493, -16.051, -3.511], [10.243, -16.367, -5.112], [11.201, -17.459, -5.937], [11.211, -14.429, -5.596], [10.869, -15.448, -7.010], [13.918, -13.789, -7.555], [12.655, -12.952, -6.926], [12.278, -13.945, -8.277], [13.777, -14.045, -3.264], [14.714, -13.298, -4.048], [15.327, -14.071, -5.113], [13.192, -13.511, -2.569], [14.418, -14.893, -2.756], [13.064, -14.499, -4.021], [15.481, -12.853, -3.437], [14.139, -12.601, -4.472], [16.156, -13.590, -5.443], [17.656, -16.047, -6.713], [16.819, -15.956, -7.892], [15.536, -15.619, -7.631], [17.025, -17.119, -5.947], [17.574, -15.066, -6.174], [18.705, -16.206, -7.019], [16.852, -16.914, -8.512], [17.135, -15.146, -8.638], [15.246, -15.419, -8.540], [17.408, -17.348, -5.175], [17.776, -17.152, -2.495], [16.564, -16.333, -2.857], [15.603, -17.324, -3.374], [18.817, -16.173, -2.532], [17.938, -17.992, -3.301], [17.864, -17.622, -1.497], [16.759, -15.651, -3.648], [16.298, -15.834, -1.937], [15.300, -17.788, -2.612], [18.844, -15.690, -1.747]], "lowdin_charge": [1.5773, -0.0592, -0.2443, -0.2378, -0.1898, -0.1164, -0.1707, -0.3316, -0.1678, -0.0611, 0.0616, 0.1124, 0.1094, 0.1277, 0.1553, 0.1078, 0.1313, 0.1495, 0.1250, 0.1369, 0.1540, 0.1174, 0.1158, 0.1043, 0.1153, -0.0927, -0.2607, -0.1273, -0.1734, -0.1293, -0.1764, -0.3758, -0.2898, -0.0487, 0.0726, 0.0819, 0.1197, 0.1010, 0.1463, 0.1474, 0.0988, 0.1555, 0.1030, 0.1143, 0.1695, 0.1366, 0.0686, 0.1018, 0.1502, -0.0615, -0.2967, -0.1540, 0.0940, 0.1012, 0.0711, 0.1363, 0.0799, 0.1421, -0.1585, -0.3090, -0.1803, -0.0820, 0.1308, 0.1542, 0.1544, 0.1735, 0.0787, -0.0009, -0.2072, -0.1994, -0.1803, -0.0363, 0.1513, 0.1421, 0.0953, 0.1153, 0.0673, 0.0633]}